The following is a DFT calculation (wB97M-V/def2-TZVPD) of a molecular structure, C25H34AsF6LaN4O2PS3.

Positions of all 77 atoms, in Å:
La: -1.0975 0.0533 1.2968
S: 3.1859 -3.2240 1.5225
C: 2.0679 -2.0186 1.4637
S: 1.3481 -1.4196 -0.1365
S: 1.3254 -1.5056 2.8647
C: -1.6338 -2.8517 -1.0661
N: -2.6615 -2.0831 -0.3669
C: -3.4194 -2.9352 0.5348
C: -3.5943 -1.3683 -1.2742
C: -3.0357 -0.0599 -1.8242
N: -2.6695 0.9407 -0.7554
C: -1.7169 1.9604 -1.2834
C: -3.8827 1.6562 -0.2817
H: -2.0451 -3.8276 -1.4379
H: -0.8982 -3.1245 -0.3280
H: -1.1568 -2.2958 -1.8997
H: -4.1481 -3.5316 -0.0923
H: -3.9652 -2.3386 1.2347
H: -2.8209 -3.6940 1.0638
H: -4.5046 -1.2540 -0.6908
H: -3.7745 -2.0233 -2.1538
H: -3.7470 0.4013 -2.5288
H: -2.1172 -0.2451 -2.3862
H: -2.0725 2.3512 -2.2561
H: -0.6897 1.5153 -1.4236
H: -1.6059 2.8203 -0.6229
H: -4.4718 2.0468 -1.1338
H: -3.5492 2.4275 0.3952
H: -4.5558 0.9943 0.2856
C: 2.7781 1.6995 -1.8064
P: 2.6275 -0.1064 -1.5028
C: 4.2773 -0.6448 -1.0475
C: 4.6441 -0.3336 0.2314
C: 5.7993 -0.9365 0.8208
C: 6.6196 -1.7466 0.0330
C: 6.3410 -1.8886 -1.3374
C: 5.1935 -1.3346 -1.8448
C: 2.1443 -1.0208 -2.9873
C: 2.5340 -2.3417 -3.2224
C: 2.1966 -3.0127 -4.4290
C: 1.2763 -2.4437 -5.2966
C: 0.6803 -1.2302 -4.9401
C: 1.0996 -0.5260 -3.8284
H: 1.8255 2.1241 -2.1313
H: 3.5606 1.7985 -2.5823
H: 3.1569 2.2329 -0.9174
H: 4.0441 0.3430 0.8724
H: 5.9487 -0.8588 1.8964
H: 7.5254 -2.2134 0.4896
H: 7.0238 -2.4366 -1.9823
H: 5.0401 -1.3481 -2.9132
H: 3.0985 -2.9195 -2.4692
H: 2.7455 -3.8991 -4.6579
H: 0.9805 -2.8837 -6.2294
H: -0.1131 -0.8599 -5.5394
H: 0.6398 0.4590 -3.6382
F: -1.8714 -1.7951 2.5830
As: -2.9578 -1.0171 3.9189
F: -1.6853 0.2468 4.1595
F: -3.4891 0.0229 2.5009
F: -3.9390 -0.1937 5.0479
F: -4.1763 -2.1712 3.4549
F: -2.2364 -2.0118 5.1431
C: -2.0225 5.3149 4.3568
N: -1.1952 4.3740 3.6402
C: 0.1685 4.3151 3.7141
C: 0.9204 3.3544 3.0883
C: 0.1692 2.3398 2.3614
O: 0.7543 1.2993 1.8369
N: -1.1759 2.4656 2.1897
C: -1.8906 3.5468 2.7297
O: -3.0288 3.7436 2.3429
H: -2.8279 5.5715 3.6856
H: -1.4319 6.1930 4.6829
H: -2.4685 4.8842 5.2574
H: 0.5865 5.1068 4.3599
H: 2.0165 3.3717 3.1859

2S+1   2
ΔE to the lowest compared entry with this formula, charge and spin   2.817 eV
Total charge   0
HOMO-LUMO gap (alpha / beta)   0.209 / 0.232 hartree
E_LUMO (alpha / beta)   0.0 / -0.2 eV

Löwdin population analysis, charges in e, atoms 1 to 4:
1. La 1.9537
2. S 0.4752
3. C -1.7517
4. S 0.4349

***

The following is a DFT calculation (wB97M-V/def2-TZVPD) of 6 unconnected molecules or ions with the total composition C25H34BCl10F3NO9S.

Positions of all 84 atoms, in Å:
O: 3.5481 -0.5521 1.9729
C: 4.2807 -0.2756 1.0793
O: 5.6412 -0.3422 1.3214
C: 3.7231 0.1024 -0.3386
C: 3.6428 -0.9829 -1.3242
C: 4.1419 -2.4444 -0.9978
O: 3.2017 -3.2433 -0.3019
O: 2.0831 -3.4167 -1.0918
C: 3.0802 -0.6442 -2.6176
N: 2.6307 0.6399 -2.9392
B: 2.0418 0.7570 -4.3426
O: 2.8148 1.4574 -5.2888
O: 0.8385 0.2019 -4.7072
C: 2.7161 1.7144 -2.0605
C: 2.2675 3.1736 -2.4456
O: 1.1070 3.6948 -1.7827
C: 0.0295 2.8038 -1.7199
C: -0.7423 2.3152 -2.8524
C: -1.8758 1.4103 -2.6438
C: -2.3126 0.9830 -1.3190
C: -1.5345 1.4707 -0.1748
C: -0.3987 2.3580 -0.3821
C: 3.2606 1.4853 -0.7104
S: 3.4076 2.7351 0.6024
O: 2.9964 4.0817 0.2651
O: 2.5773 2.2665 1.7079
C: 5.1527 2.8504 1.3296
F: 5.1352 2.2813 2.5670
F: 5.4265 4.1649 1.5488
F: 6.1095 2.3084 0.5236
H: 6.1198 -0.1053 0.5009
H: 5.0455 -2.3692 -0.3277
H: 4.5094 -2.9490 -1.9386
H: 1.4178 -2.8396 -0.6825
H: 2.9986 -1.4693 -3.3724
H: 3.7479 1.3339 -5.0196
H: 0.7335 0.4596 -5.6494
H: 3.1163 3.8417 -2.1123
H: 2.1408 3.3726 -3.5387
H: -0.4395 2.6467 -3.8768
H: -2.4766 1.0233 -3.5058
H: -3.1997 0.2981 -1.1462
H: -1.8003 1.2133 0.8770
H: 0.1351 2.7229 0.5324
Cl: 1.8648 5.0689 5.6092
C: 3.5020 4.7261 4.9974
C: 4.5582 4.8959 6.0661
Cl: 4.7674 6.5993 6.5400
H: 3.6868 5.3786 4.1441
H: 3.4964 3.6942 4.6429
H: 5.5225 4.5522 5.6891
H: 4.3181 4.3223 6.9605
Cl: -4.7373 1.1027 -0.5340
C: -6.4215 1.5774 -0.1658
C: -6.8476 1.1454 1.2192
Cl: -6.9987 -0.6250 1.3528
H: -7.0668 1.1529 -0.9341
H: -6.4668 2.6641 -0.2449
H: -7.8270 1.5645 1.4521
H: -6.1443 1.4832 1.9796
Cl: -1.0481 -4.0784 -2.0314
C: -0.6639 -5.1662 -3.3884
C: 0.2917 -4.5326 -4.3732
Cl: -0.4555 -3.1857 -5.2711
H: -1.6004 -5.4542 -3.8644
H: -0.2112 -6.0603 -2.9588
H: 0.6022 -5.2711 -5.1130
H: 1.1834 -4.1531 -3.8747
Cl: -0.5614 -4.7023 1.8438
C: 0.6918 -3.6457 2.5426
C: 0.2362 -2.2117 2.6678
Cl: 0.0441 -1.4297 1.0763
H: 1.5841 -3.7266 1.9214
H: 0.9257 -4.0469 3.5290
H: 0.9823 -1.6341 3.2150
H: -0.7111 -2.1338 3.1998
Cl: -11.6435 -2.7484 2.2848
C: -10.1931 -3.5859 2.8927
C: -9.0540 -3.5461 1.8996
Cl: -9.3853 -4.5334 0.4540
H: -10.4729 -4.6091 3.1406
H: -9.8985 -3.0802 3.8128
H: -8.1506 -3.9512 2.3577
H: -8.8428 -2.5284 1.5730

Total charge   +1
HOMO-LUMO gap   0.211 hartree
E_LUMO   -5.5 eV

Löwdin population analysis, charges in e, atoms 1 to 4:
1. O 0.1856
2. C -0.4768
3. O 0.1170
4. C 0.0560

***

The following is a DFT calculation (wB97M-V/def2-TZVPD) of 6 unconnected molecules or ions with the total composition C25H34ClF5N2O20PS.

Positions of all 89 atoms, in Å:
N: 1.1467 -3.7404 1.6041
P: 0.0591 -2.6211 0.8690
O: -0.5406 -3.2955 -0.5286
C: 1.1951 -1.2349 0.3516
C: 0.7439 0.2155 0.7227
C: 1.3120 0.9723 -0.5027
N: 1.9021 -0.0292 -1.4068
C: 2.4718 0.5498 -2.6251
C: 2.0191 -0.1312 -3.8947
O: 1.1526 -0.9178 -3.9661
O: 2.7367 0.2115 -4.9877
C: 1.8608 -1.2403 -0.9934
C: 2.4144 -2.4008 -1.7201
C: 3.5366 -3.1343 -0.9184
C: 3.1726 -4.6068 -0.6398
C: 4.3820 -5.5544 -0.7446
S: 5.6849 -5.2489 0.4680
O: 6.7662 -4.6224 -0.1997
O: 5.9827 -6.4857 1.0780
Cl: 4.9372 -4.0537 1.9769
H: 0.6411 -4.4416 2.1328
H: 1.7202 -3.1928 2.2420
H: -1.4577 -3.4932 -0.2939
H: 2.0589 -1.3760 1.0230
H: 1.2247 0.3540 1.6813
H: -0.3192 0.4248 0.7074
H: 2.0056 1.7737 -0.2590
H: 0.4960 1.4052 -1.0810
H: 3.5582 0.5044 -2.5473
H: 2.1796 1.6062 -2.6891
H: 3.0087 -0.6014 -5.4363
H: 2.8532 -2.1001 -2.6647
H: 1.5794 -3.0726 -1.9233
H: 4.4372 -3.1482 -1.5332
H: 3.8055 -2.5932 -0.0120
H: 2.4749 -4.9352 -1.4124
H: 2.6965 -4.7612 0.3237
H: 4.0086 -6.5536 -0.5311
H: 4.7801 -5.5611 -1.7561
C: 5.7775 2.8008 -4.9878
C: 5.6688 4.3038 -5.0166
O: 4.2638 4.5097 -4.9505
C: 3.7454 3.4557 -4.2776
O: 2.6498 3.4285 -3.8133
O: 4.6397 2.4382 -4.1925
F: 6.1354 4.8134 -6.1747
H: 5.6812 2.3613 -5.9813
H: 6.7018 2.4523 -4.5339
H: 6.1496 4.8098 -4.1775
C: -0.8418 0.0233 -6.1908
C: -1.5673 -1.0142 -7.0075
O: -2.8538 -1.0246 -6.4193
C: -3.0655 0.2296 -5.9131
O: -4.1183 0.6530 -5.5861
O: -1.8964 0.9239 -5.8409
F: -1.0054 -2.2413 -6.8647
H: -0.4082 -0.3985 -5.2819
H: -0.0624 0.5342 -6.7532
H: -1.6539 -0.7775 -8.0695
C: -1.0876 2.1111 4.9264
C: -1.9323 0.9581 4.4578
O: -0.9843 0.1264 3.7951
C: 0.2110 0.3533 4.4076
O: 1.1639 -0.3498 4.2889
O: 0.1755 1.4751 5.1600
F: -2.8662 1.3646 3.5586
H: -0.9714 2.8780 4.1582
H: -1.4688 2.5732 5.8329
H: -2.4135 0.3974 5.2567
C: -5.1612 3.1680 7.7909
C: -5.9996 2.0116 7.3129
O: -5.0438 1.1880 6.6596
C: -3.8525 1.4162 7.2764
O: -2.8959 0.7178 7.1675
O: -3.8969 2.5360 8.0308
F: -6.9280 2.4084 6.4138
H: -5.0447 3.9364 7.0254
H: -5.5488 3.6264 8.6968
H: -6.4845 1.4445 8.1089
C: -6.7687 1.4900 2.9907
C: -7.1880 1.4864 1.5432
O: -7.1116 2.8567 1.1959
C: -6.1489 3.4087 1.9924
O: -5.6377 4.4580 1.8018
O: -5.8487 2.5847 3.0329
F: -8.4658 1.0641 1.3963
H: -7.6037 1.6893 3.6641
H: -6.2863 0.5628 3.2922
H: -6.5380 0.9071 0.8843

Total charge   +1
HOMO-LUMO gap   0.296 hartree
E_LUMO   -3.1 eV

Löwdin population analysis, charges in e, atoms 1 to 4:
1. N -0.1635
2. P 0.8921
3. O -0.2933
4. C -0.3302

***

The following is a DFT calculation (wB97M-V/def2-TZVPD) of a molecular structure, C25H34ClHgN7O6S.

Positions of all 75 atoms, in Å:
Hg: 0.4929 1.0754 -0.3209
S: 3.5973 0.8702 -1.1766
C: 3.1022 1.5145 -2.6848
N: 2.8037 2.7954 -2.8556
C: 2.2780 3.3070 -4.1198
C: 1.4918 2.2041 -4.8040
C: 2.4425 1.0461 -5.0382
N: 3.0944 0.7097 -3.7699
H: 2.5741 3.3389 -2.0274
H: 3.1101 3.6244 -4.7559
H: 1.6523 4.1693 -3.9055
H: 1.0570 2.5513 -5.7410
H: 0.6867 1.9023 -4.1307
H: 3.1956 1.3259 -5.7800
H: 1.9160 0.1653 -5.4054
H: 3.3064 -0.2514 -3.5650
C: 4.6259 -0.4377 2.7426
C: 3.6393 -1.2462 3.5467
C: 3.5937 -1.0909 4.9256
C: 2.6980 -1.8288 5.6859
C: 1.8289 -2.6996 5.0624
C: 1.8478 -2.8537 3.6761
N: 0.9606 -3.7889 3.1148
C: 0.2043 -3.5882 1.9414
C: -0.1635 -4.7075 1.1970
C: -0.8256 -4.5741 -0.0142
C: -1.0849 -3.3101 -0.5230
C: -0.7300 -2.1954 0.2272
C: -0.1498 -2.3144 1.4838
C: -0.1032 -1.0863 2.4076
O: -0.6591 -1.2298 3.4947
O: 0.4709 -0.0507 1.9423
C: 2.7854 -2.1571 2.9060
C: 2.9131 -2.3499 1.4171
H: 5.1432 0.2777 3.3819
H: 4.1243 0.1142 1.9434
H: 5.3779 -1.0772 2.2720
H: 4.2625 -0.3863 5.4071
H: 2.6669 -1.7119 6.7626
H: 1.0878 -3.2417 5.6391
H: 0.5237 -4.3921 3.7909
H: 0.0971 -5.6903 1.5752
H: -1.1130 -5.4592 -0.5692
H: -1.5747 -3.1964 -1.4834
H: -0.9244 -1.1980 -0.1541
H: 2.4886 -3.2949 1.0864
H: 3.9626 -2.3231 1.1213
H: 2.4044 -1.5410 0.8835
O: 1.4885 4.4950 -1.1258
Cl: 0.0833 4.5956 -1.5019
O: -0.7257 4.6543 -0.3149
O: -0.1057 5.7639 -2.3201
O: -0.2701 3.4036 -2.2772
C: -2.9707 0.2190 -1.5308
N: -4.4231 0.3280 -1.7015
C: -5.0630 -0.3105 -0.5442
N: -4.6637 0.2978 0.7264
C: -3.2043 0.1802 0.8483
N: -2.5173 0.8355 -0.2796
C: -2.9051 2.2610 -0.2995
N: -4.3581 2.4118 -0.4401
C: -4.7661 1.7579 -1.6832
C: -5.0019 1.7245 0.6806
H: -2.4771 0.7180 -2.3675
H: -2.6960 -0.8387 -1.5290
H: -4.7834 -1.3659 -0.5278
H: -6.1466 -0.2284 -0.6525
H: -2.9419 -0.8771 0.8727
H: -2.8763 0.6396 1.7809
H: -2.4051 2.7561 -1.1312
H: -2.5822 2.7315 0.6289
H: -4.2611 2.2479 -2.5175
H: -5.8462 1.8623 -1.8068
H: -6.0857 1.8292 0.5910
H: -4.6755 2.1894 1.6121

2S+1   2
Total charge   -1
HOMO-LUMO gap (alpha / beta)   0.272 / 0.202 hartree
E_LUMO (alpha / beta)   2.3 / 0.4 eV

Löwdin population analysis, charges in e, atoms 1 to 4:
1. Hg 0.9614
2. S 0.5005
3. C -0.8955
4. N 0.0261

***

The following is a DFT calculation (wB97M-V/def2-TZVPD) of a molecular structure, C25H34ErNOSi.

Positions of all 63 atoms, in Å:
C: 2.1719 0.0917 0.7415
C: 2.1612 -0.6722 -0.4586
C: 1.8167 0.1900 -1.5302
H: 2.4497 -1.7178 -0.5543
C: 1.5882 1.4963 -0.9972
C: 1.8250 1.4411 0.4023
H: 1.3860 2.3980 -1.5719
C: -1.4507 -1.9406 1.2295
C: -0.1994 -2.4180 0.7227
C: -0.2913 -2.4647 -0.6964
H: 0.6537 -2.7358 1.3237
C: -1.5912 -2.0133 -1.0772
C: -2.3084 -1.6908 0.1219
H: 1.8453 -0.0616 -2.5903
H: 1.8078 2.2961 1.0766
H: 2.4693 -0.2725 1.7253
H: -3.3489 -1.3563 0.1640
H: 0.4477 -2.8679 -1.3896
H: -1.7276 -1.8536 2.2790
Er: -0.2105 -0.0269 0.0072
C: -1.9363 -1.4523 -2.4446
C: -3.4454 -1.4583 -2.7174
C: -1.1903 -2.1577 -3.5802
H: -3.8747 -2.4374 -2.4667
H: -3.6227 -1.2796 -3.7874
H: -3.9677 -0.6775 -2.1529
H: -1.3913 -3.2383 -3.5551
H: -0.1025 -2.0076 -3.5438
H: -1.5440 -1.7700 -4.5463
C: -1.3919 -0.0012 -2.2799
C: -2.0449 1.1628 -3.0130
H: -0.3040 -0.0011 -2.4980
H: -1.6841 0.3612 -1.2410
O: -2.8895 1.7673 -2.3553
N: -1.4968 1.5124 -4.2463
C: -0.3200 2.4132 -4.1333
H: -2.2133 1.9573 -4.8118
C: 0.9690 1.8285 -4.6461
C: 2.1464 2.5560 -4.4298
H: 2.0783 3.5258 -3.9327
C: 3.3779 2.0317 -4.8217
H: 4.2907 2.5883 -4.6070
C: 3.4269 0.8008 -5.4906
H: 4.3907 0.4066 -5.8234
C: 2.2480 0.0874 -5.7371
H: 2.2782 -0.8676 -6.2665
C: 1.0115 0.5991 -5.3094
H: 0.0769 0.0627 -5.4905
H: -0.1734 2.7031 -3.0778
H: -0.5491 3.3399 -4.6841
C: 0.9858 2.2702 3.6635
Si: -0.0597 0.8627 2.9702
C: 0.3166 -0.6110 4.0853
C: -1.8689 1.3410 3.1841
H: 2.0587 2.1053 3.4854
H: 0.8192 2.3247 4.7507
H: 0.7045 3.2339 3.2139
H: 0.3135 -0.2469 5.1240
H: -0.4307 -1.4087 3.9836
H: 1.3073 -1.0349 3.8647
H: -2.0497 1.4967 4.2590
H: -2.0847 2.2768 2.6454
H: -2.5494 0.5594 2.8146

2S+1   4
Total charge   0
HOMO-LUMO gap (alpha / beta)   0.222 / 0.223 hartree
E_LUMO (alpha / beta)   0.2 / 0.2 eV

natural (NBO) population analysis, charges in e, atoms 1 to 4:
1. C -0.2937
2. C -0.3312
3. C -0.3616
4. H 0.2402

***

The following is a DFT calculation (wB97M-V/def2-TZVPD) of C25H34N2O6 in the gas phase.

Positions of all 67 atoms, in Å:
C: 0.9301 -3.4729 1.5605
C: -0.5440 -3.8420 1.7332
N: -1.3421 -3.5311 0.5661
C: -1.4262 -2.2280 0.1190
C: -1.2636 -1.1493 1.0024
C: -1.4086 0.1524 0.5781
C: -1.7173 0.4453 -0.7470
N: -1.9167 1.7905 -1.0921
C: -2.1970 2.3140 -2.3000
O: -2.2917 1.7128 -3.3486
C: -2.4602 3.8351 -2.2416
O: -1.3208 4.6079 -1.8703
C: -1.0576 4.7767 -0.5804
O: -1.7027 4.2800 0.3136
C: 0.1523 5.6521 -0.3731
C: 1.3849 4.9705 -0.9883
C: 1.5225 3.5458 -0.5199
C: 1.7292 3.2718 0.8283
C: 1.8766 1.9654 1.2598
O: 2.0596 1.6103 2.5666
C: 1.9617 2.6081 3.5519
C: 1.8623 0.8988 0.3386
O: 2.0781 -0.3943 0.7907
C: 3.3839 -0.6356 1.2787
C: 1.6167 1.1712 -1.0090
O: 1.5380 0.2820 -2.0268
C: 1.6662 -1.1058 -1.8098
C: 1.4373 2.5000 -1.4117
C: -1.8409 -0.6051 -1.6464
C: -1.6909 -1.9092 -1.2205
C: -1.8721 -4.6294 -0.2184
C: -2.7064 -5.5883 0.6405
C: -0.7785 -5.3888 -0.9772
H: 1.4838 -3.7439 2.4569
H: 1.3563 -4.0044 0.7126
H: 1.0402 -2.4065 1.3877
H: -0.9493 -3.3342 2.6163
H: -0.6209 -4.9124 1.9181
H: -1.0378 -1.3214 2.0412
H: -1.2891 0.9606 1.2862
H: -1.8819 2.4302 -0.3040
H: -3.2785 4.0294 -1.5380
H: -2.7309 4.1728 -3.2432
H: -0.0135 6.6165 -0.8547
H: 0.2795 5.8016 0.6987
H: 2.2744 5.5401 -0.7088
H: 1.2931 4.9841 -2.0742
H: 1.7802 4.0883 1.5294
H: 0.9981 3.1247 3.5050
H: 2.0457 2.0876 4.5050
H: 2.7728 3.3395 3.4690
H: 3.4288 -1.7010 1.4989
H: 3.5852 -0.0654 2.1880
H: 4.1385 -0.3862 0.5234
H: 0.9654 -1.4613 -1.0545
H: 1.4315 -1.5613 -2.7718
H: 2.6867 -1.3750 -1.5225
H: 1.2517 2.6729 -2.4599
H: -2.0463 -0.3983 -2.6830
H: -1.7683 -2.6858 -1.9647
H: -2.5625 -4.1889 -0.9423
H: -3.3082 -6.2199 -0.0081
H: -2.0865 -6.2377 1.2535
H: -3.3722 -5.0247 1.2892
H: -0.2007 -4.7024 -1.5921
H: -1.2242 -6.1436 -1.6203
H: -0.1031 -5.8847 -0.2839

ΔE to the lowest compared entry with this formula, charge and spin   1.154 eV
Total charge   0
HOMO-LUMO gap   0.280 hartree
E_LUMO   0.7 eV
SMILES   CCN(c1ccc(NC(=O)COC(=O)CCc2cc(OC)c(OC)c(OC)c2)cc1)C(C)C

natural (NBO) population analysis, charges in e, atoms 1 to 4:
1. C -0.6392
2. C -0.2067
3. N -0.4457
4. C 0.1622